Entry 1:
The following is a quantum chemistry calculation of C44H109BaF2N11O12P3S2 as an isolated structure at a distorted geometry, from OMol25.

Multiplicity: 1
HOMO level (eV): -8.8
Net charge: +1
Gap between HOMO and LUMO (eV): 7.007
LUMO (eV): -1.8

CARTESIAN COORDINATES (ANGSTROEM)
Ba (-19.92543, -16.55931, -2.72456)
N (-18.10133, -14.38221, -4.09050)
S (-18.46029, -12.99678, -3.18401)
O (-18.66204, -11.74331, -3.77625)
O (-17.79348, -13.25836, -1.98451)
F (-20.03776, -13.39945, -2.73961)
S (-18.79356, -14.61746, -5.50697)
O (-18.12060, -15.66614, -6.19021)
O (-19.12724, -13.39484, -6.18233)
F (-20.16710, -15.27943, -5.17840)
C (-21.83410, -10.39143, -5.73159)
C (-22.10082, -10.55797, -7.25663)
C (-20.75179, -10.23078, -7.88856)
O (-20.16778, -9.30099, -7.04493)
C (-20.78284, -9.25936, -5.75382)
H (-21.41956, -11.26266, -5.23015)
H (-22.69613, -10.10284, -5.13414)
H (-22.86574, -9.90133, -7.67277)
H (-22.41039, -11.58529, -7.46672)
H (-20.89722, -9.80708, -8.87511)
H (-20.07973, -11.10211, -7.96821)
H (-21.30437, -8.26839, -5.74743)
H (-20.01883, -9.23046, -4.98703)
C (-15.43365, -17.27281, -7.82867)
C (-14.57723, -16.82154, -6.67753)
C (-13.64062, -15.80558, -7.37840)
O (-14.49591, -15.13302, -8.34525)
C (-15.20178, -16.24265, -9.00524)
H (-16.46286, -17.31346, -7.46223)
H (-15.07961, -18.25920, -8.13572)
H (-14.04923, -17.63190, -6.17263)
H (-15.13335, -16.20738, -5.88730)
H (-12.80488, -16.28560, -7.92363)
H (-13.21545, -14.99261, -6.80295)
H (-14.53328, -16.62755, -9.76376)
H (-16.18818, -15.93998, -9.40402)
C (-17.27741, -20.09855, -4.75849)
C (-18.68098, -20.21214, -5.39171)
C (-19.50407, -19.55150, -4.27834)
O (-18.66199, -18.58687, -3.69874)
C (-17.27811, -18.71720, -4.20673)
H (-16.42037, -20.19074, -5.45758)
H (-17.14162, -20.87010, -3.96825)
H (-18.95081, -21.24183, -5.63942)
H (-18.75865, -19.67101, -6.35593)
H (-19.86758, -20.23121, -3.50490)
H (-20.40478, -19.03315, -4.60838)
H (-16.62548, -18.45271, -3.39195)
H (-17.11243, -17.97410, -5.01502)
C (-19.96713, -9.07913, -0.41040)
C (-20.46648, -9.01415, -1.84240)
C (-21.67399, -9.91299, -1.92068)
O (-21.92118, -10.38200, -0.57049)
C (-21.27125, -9.45468, 0.29564)
H (-19.47153, -8.17871, -0.07866)
H (-19.25396, -9.96541, -0.36765)
H (-19.71422, -9.33829, -2.55408)
H (-20.81176, -8.03077, -2.10694)
H (-21.64490, -10.74351, -2.59104)
H (-22.60022, -9.33560, -2.11721)
H (-21.19969, -9.95770, 1.26374)
H (-21.88735, -8.53283, 0.38769)
C (-20.35198, -14.60342, -9.53419)
C (-21.51661, -14.17047, -10.44984)
C (-22.81364, -14.46978, -9.71985)
O (-22.41641, -15.62478, -8.90268)
C (-21.16161, -15.25377, -8.41673)
H (-19.82629, -13.76467, -9.07870)
H (-19.67690, -15.33271, -9.96187)
H (-21.57047, -14.71446, -11.37365)
H (-21.47360, -13.09842, -10.66603)
H (-23.56637, -14.81202, -10.39122)
H (-23.20847, -13.69100, -9.05147)
H (-20.74385, -16.19893, -8.02552)
H (-21.26158, -14.55500, -7.59678)
C (-16.88956, -11.56112, -9.91874)
C (-16.59188, -12.32573, -8.57284)
N (-15.84033, -11.46455, -7.62603)
C (-14.80655, -12.18292, -6.86809)
C (-15.47353, -13.10490, -5.80607)
C (-16.76528, -10.68300, -6.79392)
C (-16.05875, -9.78509, -5.82002)
H (-17.44193, -10.62771, -9.75930)
H (-17.44448, -12.15364, -10.58890)
H (-15.93377, -11.33919, -10.41718)
H (-17.54838, -12.61188, -8.05125)
H (-16.05396, -13.23702, -8.79821)
H (-14.17752, -12.75234, -7.53774)
H (-14.11837, -11.49729, -6.40411)
H (-15.89519, -12.48436, -5.00697)
H (-16.25095, -13.75984, -6.19753)
H (-14.77745, -13.74146, -5.24753)
H (-17.44471, -11.35776, -6.29482)
H (-17.38027, -9.98543, -7.39829)
H (-15.36907, -10.17151, -5.07118)
H (-16.80732, -9.29159, -5.21578)
H (-15.52602, -9.01935, -6.37246)
O (-17.69339, -16.75857, -1.44805)
P (-16.33671, -16.50283, -0.81422)
N (-16.37949, -15.14026, 0.12707)
C (-17.59603, -14.99717, 0.93449)
C (-15.38417, -14.12515, 0.12121)
N (-15.13505, -16.29189, -1.92295)
C (-14.07021, -17.21879, -2.21787)
C (-15.44182, -15.31341, -2.99477)
N (-15.91646, -17.85183, 0.07003)
C (-16.20808, -19.17106, -0.34262)
C (-14.95088, -17.82680, 1.11524)
H (-18.50907, -14.83477, 0.31630)
H (-17.45209, -14.20140, 1.63073)
H (-17.78493, -15.93181, 1.48421)
H (-14.65001, -14.49067, -0.59709)
H (-14.87498, -14.03747, 1.09703)
H (-15.76894, -13.14773, -0.14452)
H (-14.24785, -17.78067, -3.16975)
H (-13.13987, -16.62960, -2.44229)
H (-13.87751, -17.79670, -1.34129)
H (-14.48676, -14.85257, -3.21378)
H (-15.88651, -15.77700, -3.87823)
H (-16.05185, -14.51971, -2.54183)
H (-16.93001, -19.15806, -1.15164)
H (-15.35440, -19.69525, -0.71253)
H (-16.59609, -19.70047, 0.54477)
H (-14.00907, -18.32292, 0.79071)
H (-15.31339, -18.39972, 1.99281)
H (-14.59152, -16.85752, 1.42986)
O (-22.16692, -16.79608, -3.97609)
P (-23.59755, -16.65875, -4.39482)
N (-23.58378, -16.85014, -6.04215)
C (-24.73624, -16.39616, -6.80538)
C (-22.82113, -17.83303, -6.82116)
N (-24.22360, -15.18027, -4.04105)
C (-23.51931, -14.02776, -4.58726)
C (-25.61355, -14.91137, -3.77485)
N (-24.74558, -17.64244, -3.67558)
C (-25.07098, -17.58250, -2.26554)
C (-25.18564, -18.88048, -4.34832)
H (-25.26423, -15.54118, -6.27931)
H (-25.43226, -17.22275, -6.96818)
H (-24.26132, -16.09728, -7.78386)
H (-23.24290, -18.81636, -6.89673)
H (-21.83705, -17.86516, -6.38272)
H (-22.73835, -17.42338, -7.83648)
H (-23.36614, -13.28610, -3.79718)
H (-24.03757, -13.53252, -5.38968)
H (-22.45803, -14.23401, -4.83965)
H (-25.82287, -14.86798, -2.73204)
H (-25.87048, -13.97104, -4.13157)
H (-26.22297, -15.66150, -4.24749)
H (-24.34146, -17.00831, -1.62242)
H (-26.01670, -17.08233, -2.06260)
H (-25.15273, -18.57753, -1.83815)
H (-24.68016, -19.03152, -5.32858)
H (-26.23443, -18.80474, -4.63749)
H (-25.07541, -19.75702, -3.75219)
O (-20.86810, -16.96920, -0.25923)
P (-21.67614, -16.09952, 0.70673)
N (-21.81733, -14.43660, 0.49531)
C (-20.84577, -13.46094, 1.04506)
C (-22.63096, -13.81811, -0.55891)
N (-20.93399, -16.17675, 2.19472)
C (-21.51036, -15.54321, 3.31579)
C (-20.01229, -17.26254, 2.64732)
N (-23.22849, -16.63410, 0.67852)
C (-24.26233, -15.92056, 1.47971)
C (-23.44517, -18.08374, 0.75322)
H (-21.40963, -12.66388, 1.48240)
H (-20.17412, -12.99691, 0.29842)
H (-20.26775, -13.98611, 1.76007)
H (-22.40145, -14.24731, -1.54913)
H (-22.58258, -12.75059, -0.51044)
H (-23.69242, -14.09178, -0.36641)
H (-22.08106, -16.29151, 3.90249)
H (-20.70434, -15.06622, 3.87138)
H (-22.18663, -14.74172, 3.05323)
H (-19.63581, -17.73539, 1.75825)
H (-19.15598, -16.90256, 3.26296)
H (-20.57151, -18.03780, 3.22599)
H (-25.20619, -16.09763, 0.93415)
H (-24.31243, -16.19859, 2.51968)
H (-23.98020, -14.88129, 1.47288)
H (-22.70596, -18.62186, 0.13247)
H (-24.48068, -18.35198, 0.48562)
H (-23.27246, -18.37518, 1.80862)



Entry 2:
The following is a quantum chemistry calculation of a 12-piece molecular cluster, C44H112BN10O19 overall at a distorted geometry, from OMol25.

Multiplicity: 1
HOMO level (eV): -7.3
Net charge: -1
Gap between HOMO and LUMO (eV): 8.886
LUMO (eV): 1.6
Energy relative to the best compared isomer or geometry (same formula, charge and spin) (kJ/mol): 0.00

CARTESIAN COORDINATES (ANGSTROEM)
O (-2.88144, 0.29433, -1.42963)
C (-1.68348, 0.08144, -1.32549)
O (-0.64738, 0.94146, -1.56345)
B (0.61019, 0.34053, -1.16917)
O (0.25834, -1.04212, -0.84567)
C (-1.06445, -1.26434, -0.87239)
O (-1.74996, -2.25342, -0.57726)
O (1.14440, 0.99476, 0.06663)
C (2.33377, 1.45417, -0.10128)
O (3.03231, 2.04357, 0.75811)
C (2.74709, 1.17219, -1.51692)
O (1.73960, 0.44744, -2.12046)
O (3.90770, 1.18366, -1.91479)
C (3.29557, 6.85704, 11.50755)
C (2.13992, 6.05928, 11.05572)
C (2.51260, 4.55072, 10.96716)
O (3.36688, 4.15300, 9.93099)
C (3.18565, 4.63923, 8.63187)
N (1.14192, 6.37484, 12.05053)
H (3.77688, 6.61296, 12.45458)
H (3.18513, 7.93192, 11.36423)
H (4.08720, 6.65685, 10.78551)
H (1.69048, 6.35579, 10.10799)
H (1.61290, 3.93867, 10.90350)
H (2.91364, 4.20674, 11.92054)
H (2.12484, 4.75502, 8.40966)
H (3.60214, 4.02222, 7.83568)
H (3.63016, 5.63372, 8.59315)
H (1.10871, 7.38117, 12.12991)
H (1.42855, 6.17814, 12.99882)
C (7.81814, -2.30430, 2.59497)
C (7.75508, -2.86604, 1.20938)
C (6.33100, -3.34959, 0.84129)
O (6.40433, -3.95359, -0.42623)
C (5.07970, -4.21713, -0.93122)
N (7.99718, -1.76970, 0.26377)
H (7.05550, -1.53552, 2.71932)
H (8.79149, -1.85289, 2.78713)
H (7.58834, -3.06997, 3.33595)
H (8.49203, -3.66196, 1.10206)
H (5.68347, -2.47277, 0.84220)
H (5.92628, -4.02026, 1.59925)
H (4.68973, -5.04489, -0.33891)
H (5.23044, -4.47721, -1.97895)
H (4.33098, -3.42520, -0.91238)
H (7.60004, -0.90065, 0.59106)
H (7.38247, -1.88833, -0.52879)
C (-6.00338, -4.88054, 4.45858)
C (-6.11243, -3.29381, 4.56691)
C (-6.95658, -2.60796, 3.46237)
O (-8.27517, -3.12383, 3.35215)
C (-9.13964, -2.23467, 2.54703)
N (-6.57425, -3.01895, 5.91327)
H (-5.32658, -5.27973, 5.21402)
H (-5.67770, -5.09279, 3.44026)
H (-6.91727, -5.47225, 4.51140)
H (-5.11975, -2.86589, 4.42697)
H (-6.50673, -2.76587, 2.48217)
H (-7.06761, -1.56452, 3.75733)
H (-8.58231, -1.73379, 1.75545)
H (-9.77301, -1.53804, 3.09627)
H (-9.82712, -2.90039, 2.02522)
H (-6.84422, -2.04571, 5.91855)
H (-7.45444, -3.49851, 6.03731)
C (1.16246, -4.02240, 4.44936)
C (1.78648, -3.05026, 5.47179)
C (1.26911, -1.58670, 5.38206)
O (-0.12080, -1.52025, 5.63511)
C (-0.75546, -0.32941, 5.19675)
N (1.76573, -3.55039, 6.81369)
H (1.57547, -3.86674, 3.45272)
H (0.08618, -3.86007, 4.50727)
H (1.47197, -5.03992, 4.68799)
H (2.84642, -2.97869, 5.22786)
H (1.37548, -1.19332, 4.37110)
H (1.79340, -0.90014, 6.04678)
H (-1.75133, -0.15875, 5.60567)
H (-0.94271, -0.28782, 4.12376)
H (-0.18657, 0.54608, 5.50978)
H (1.61079, -4.54532, 6.73497)
H (0.84904, -3.27822, 7.13883)
C (7.40736, -1.03776, -7.46190)
C (7.10647, -2.06565, -8.52263)
C (7.48010, -1.54432, -9.89907)
O (6.59233, -0.44067, -10.27974)
C (6.70839, -0.08336, -11.60334)
N (7.58852, -3.36841, -8.17872)
H (8.44832, -0.81284, -7.22971)
H (6.87253, -1.40180, -6.58468)
H (6.93962, -0.08975, -7.72761)
H (6.02201, -2.13265, -8.43571)
H (7.35768, -2.34827, -10.62487)
H (8.51838, -1.33174, -10.15380)
H (6.63179, -1.00218, -12.18471)
H (7.65138, 0.32228, -11.96985)
H (5.90079, 0.58224, -11.90809)
H (7.14899, -4.00688, -8.82623)
H (7.22499, -3.64564, -7.27812)
C (3.15633, 4.55356, -7.18995)
C (3.69254, 5.66333, -6.29834)
C (2.82186, 5.89618, -5.12860)
O (1.55890, 6.46374, -5.48442)
C (0.53578, 6.26526, -4.42706)
N (4.94340, 5.14532, -5.82800)
H (3.84481, 4.38189, -8.01737)
H (2.14347, 4.78393, -7.52032)
H (3.10480, 3.56712, -6.72910)
H (3.85101, 6.55378, -6.90669)
H (3.28901, 6.57581, -4.41588)
H (2.60337, 4.96543, -4.60509)
H (0.44351, 5.23136, -4.09441)
H (-0.44003, 6.64003, -4.73602)
H (0.66363, 6.91522, -3.56144)
H (5.61312, 5.12909, -6.58385)
H (4.92918, 4.22371, -5.41504)
C (-1.82916, -11.17777, -3.50418)
C (-2.54302, -9.84979, -3.47241)
C (-2.18721, -9.08930, -2.14694)
O (-2.90573, -9.78399, -1.12784)
C (-2.33274, -9.67600, 0.16329)
N (-2.33059, -9.09233, -4.62566)
H (-0.85315, -11.15956, -3.98913)
H (-2.42360, -11.95792, -3.97969)
H (-1.69154, -11.47575, -2.46477)
H (-3.60580, -10.06006, -3.35245)
H (-2.69250, -8.12615, -2.21844)
H (-1.12073, -8.96007, -1.96250)
H (-1.43343, -10.28713, 0.23987)
H (-2.96979, -10.05370, 0.96305)
H (-2.16495, -8.64706, 0.48144)
H (-2.64657, -9.69635, -5.37092)
H (-2.86758, -8.23718, -4.64738)
C (-5.63498, 4.48233, 2.42002)
C (-7.01618, 4.79268, 3.08940)
C (-7.09811, 4.43584, 4.56609)
O (-6.09511, 5.23285, 5.22615)
C (-6.08159, 4.99435, 6.64820)
N (-7.39311, 6.17793, 2.82217)
H (-5.62792, 4.77718, 1.37068)
H (-5.62665, 3.39389, 2.47765)
H (-4.72907, 4.79253, 2.94080)
H (-7.74907, 4.21139, 2.52987)
H (-6.97844, 3.35583, 4.65186)
H (-8.11597, 4.63168, 4.90331)
H (-5.46621, 5.69500, 7.21255)
H (-5.67795, 4.04790, 7.00794)
H (-7.02868, 5.15426, 7.16352)
H (-6.75807, 6.72883, 3.38193)
H (-8.26829, 6.30613, 3.30972)
C (5.71247, 7.32061, 0.52958)
C (4.72404, 7.88422, 1.51219)
C (3.29665, 7.81338, 0.95010)
O (2.26220, 8.05802, 1.90641)
C (1.52360, 6.89935, 2.21420)
N (4.76214, 7.10703, 2.75855)
H (5.54940, 7.86955, -0.39787)
H (5.46890, 6.29098, 0.26757)
H (6.76131, 7.40761, 0.81324)
H (4.93930, 8.94026, 1.67510)
H (3.16328, 6.81767, 0.52716)
H (3.19657, 8.55054, 0.15344)
H (0.99908, 6.97634, 3.16659)
H (2.20616, 6.07423, 2.41763)
H (0.89213, 6.56112, 1.39265)
H (4.40343, 6.17447, 2.61102)
H (4.01306, 7.51714, 3.29780)
C (-4.69682, -3.20603, -7.28417)
C (-6.11682, -3.70018, -6.89772)
C (-6.91345, -4.24725, -8.15732)
O (-8.36551, -4.27620, -7.88761)
C (-9.22270, -4.78899, -8.93617)
N (-6.05254, -4.68292, -5.86119)
H (-4.75392, -2.38301, -7.99655)
H (-4.15948, -4.00263, -7.79875)
H (-4.07467, -2.84085, -6.46705)
H (-6.67018, -2.81733, -6.57763)
H (-6.52479, -5.16838, -8.59156)
H (-6.69886, -3.54332, -8.96139)
H (-8.77537, -5.68447, -9.36757)
H (-9.31185, -4.08735, -9.76554)
H (-10.24366, -4.93733, -8.58440)
H (-6.99217, -4.90419, -5.56415)
H (-5.67711, -4.25974, -5.02449)
O (-8.55210, 1.75322, -3.64786)
H (-7.97450, 1.87103, -2.89372)
H (-8.89236, 0.86359, -3.55289)



Question: Which value of LUMO does entry 2 give?
Answer: 1.6 eV



Question: Look up the HOMO level of the first one.
Answer: -8.8 eV



Question: Among the records above, which one has the lowest HOMO level?
Answer: C44H109BaF2N11O12P3S2



Question: What is the net charge in the first record?
Answer: +1